This record from OMol25 describes a molecular structure, C37H40OP2Ru. The level of theory is the ωB97M-V functional and the def2-TZVPD basis.

Properties
Total charge   +2
Electronic energy   -2285.96040 Ha
E_HOMO (spin up / spin down)   -0.470 / -0.492 Ha
Multiplicity   5

Each line ends with the Löwdin charge.
Element x y z (Å)
Ru -0.58248 1.12715 -0.40656  1.173
C 1.46478 0.93162 0.32324  -0.228
C 1.26395 2.23985 -0.17290  -0.202
C 1.91682 2.66685 -1.46419  -0.166
C 1.06441 2.41433 -2.72295  -0.181
C -0.11112 1.49492 -2.46768  -0.232
C 0.12444 0.13579 -2.12433  -0.253
C 1.50108 -0.44554 -1.87830  -0.153
C 2.08936 -0.19221 -0.46213  -0.156
C -2.14515 -0.17259 -0.43773  -0.162
H 1.60160 0.85673 1.40730  0.118
H 1.07338 3.05568 0.53599  0.114
H 2.91360 2.20357 -1.56461  0.129
H 2.09278 3.75165 -1.37188  0.115
H 0.70758 3.39491 -3.06740  0.104
H 1.70050 2.01114 -3.54533  0.135
H -1.00113 1.73975 -3.05737  0.121
H -0.58396 -0.60053 -2.50747  0.105
H 2.23076 -0.16243 -2.65524  0.126
H 1.37164 -1.54374 -1.97229  0.126
H 1.92634 -1.12360 0.11062  0.117
H 3.18172 -0.05216 -0.50936  0.137
H -2.06861 -1.04964 0.23520  0.029
H -2.38717 -0.51417 -1.44784  0.024
H -2.98182 0.42193 -0.06149  0.040
P -3.30004 8.12479 -2.35551  1.067
P -4.70686 6.75746 -4.45086  1.072
C -2.52371 8.23955 -3.97341  -0.289
C -3.35360 7.82125 -4.98926  -0.308
C -3.40617 9.88576 -1.80681  -0.365
C -2.57454 10.89106 -2.32437  -0.087
C -2.59732 12.17299 -1.77430  -0.058
C -3.49942 12.49011 -0.75408  -0.048
C -4.40808 11.52019 -0.31092  -0.061
C -4.37327 10.22972 -0.84030  -0.093
C -1.98602 7.29094 -1.39762  -0.356
C -1.78997 5.92164 -1.65503  -0.091
C -0.75066 5.24578 -1.01758  -0.081
C 0.09327 5.92734 -0.12979  -0.063
C -0.12378 7.28462 0.13443  -0.052
C -1.16463 7.97271 -0.49133  -0.059
C -5.99280 7.37235 -5.65975  -0.346
C -6.46099 8.68402 -5.46427  -0.104
C -7.16532 9.33445 -6.47631  -0.062
C -7.46462 8.66225 -7.67005  -0.051
C -7.10667 7.31637 -7.81348  -0.056
C -6.39733 6.66539 -6.80035  -0.072
C -4.24568 5.13889 -5.16851  -0.395
C -5.07915 4.03801 -4.88180  -0.102
C -4.91476 2.85340 -5.60277  -0.069
C -3.90182 2.74836 -6.56454  -0.061
C -3.00856 3.80805 -6.75611  -0.064
C -3.15413 4.99169 -6.03363  -0.084
H -1.50199 8.61693 -4.09951  0.096
H -3.29830 8.16057 -6.03195  0.107
H -1.90503 10.67306 -3.14984  0.097
H -1.90767 12.93217 -2.13728  0.116
H -3.49927 13.48649 -0.30450  0.120
H -5.14059 11.77616 0.45578  0.117
H -5.08644 9.47847 -0.50139  0.106
H -2.43248 5.39413 -2.36725  0.098
H -0.60179 4.18170 -1.20967  0.071
H 0.92055 5.39298 0.34855  0.101
H 0.52784 7.81323 0.82802  0.118
H -1.32824 9.03269 -0.29703  0.112
H -6.23085 9.20746 -4.53646  0.103
H -7.46735 10.37568 -6.35232  0.116
H -7.97102 9.18655 -8.48417  0.118
H -7.36108 6.78203 -8.72952  0.116
H -6.12820 5.61806 -6.92086  0.102
H -5.86562 4.13114 -4.13307  0.112
H -5.59837 2.01669 -5.42860  0.116
H -3.81281 1.84091 -7.16587  0.116
H -2.20435 3.72401 -7.48680  0.115
H -2.45270 5.80992 -6.17831  0.099
C -0.50734 -0.46612 2.24491  -0.021
C -0.88817 0.83421 1.60641  -0.417
O -1.38064 1.79904 2.16667  0.148
H 0.55097 -0.68205 2.04683  0.076
H -1.08692 -1.32561 1.88186  0.090
H -0.63315 -0.38573 3.33704  0.114